[1]
# C3H7ClMgNO

A molecular structure, C3H7ClMgNO in a non-equilibrium geometry (ωB97M-V/def2-TZVPD, OMol25).

Cartesian coordinates (Å):
Cl1 -2.52381 2.99549 -0.34609
Mg1 -3.48479 3.44671 1.58141
O1 -0.22714 0.06617 2.13329
N1 0.46911 -0.36535 -0.00776
C1 -0.36399 0.13165 0.92951
C2 0.06925 -0.44578 -1.39346
C3 1.62525 -1.12709 0.38878
H1 2.53179 -0.73563 -0.07540
H2 -0.52677 0.42825 -1.65846
H3 1.50213 -2.17480 0.10041
H4 0.95749 -0.42621 -2.02303
H5 1.71530 -1.07503 1.46874
H6 -0.49689 -1.35590 -1.60264
H7 -1.24692 0.63750 0.50471

Force components x, y, z for each atom (eV/Å):
Cl -0.5827 0.3227 0.9834
Mg 0.6467 -0.3567 -0.9446
O 0.0897 0.1512 0.4239
N -0.2509 0.1593 0.2335
C -0.1590 -0.0671 -0.3749
C -0.0357 0.3011 -0.1643
C 0.2084 -0.3360 0.1995
H -0.0529 0.0124 -0.0220
H -0.1057 -0.0881 0.0034
H 0.0626 0.0208 -0.0061
H -0.0011 -0.0475 -0.0046
H 0.0728 0.0074 0.0382
H 0.0308 -0.0213 -0.0501
H 0.0770 -0.0582 -0.3154

Summary:
ΔE to the lowest compared entry with this formula, charge and spin: 236.8 kJ/mol
Highest occupied orbital energy: -0.432 Ha
Net charge: +1
Gap between HOMO and LUMO: 3.69 eV

Atom charges from the Mulliken analysis, given in e for atoms 1 to 8:
1. Cl -0.249
2. Mg 1.222
3. O -0.609
4. N 0.039
5. C 0.504
6. C -0.792
7. C -0.918
8. H 0.305

=====

[2]
# C23H36N4O4PtS

A molecular structure, C23H36N4O4PtS in a non-equilibrium geometry (ωB97M-V/def2-TZVPD, OMol25).

Cartesian coordinates (Å):
Pt1 0.07898 -0.05914 0.04728
S1 0.13844 1.63493 -1.98141
O1 -3.67771 6.03350 -0.61345
O2 -1.24806 1.26055 0.05273
O3 -1.25372 1.36763 -2.41728
O4 -4.85556 6.12892 1.24240
N1 0.01236 -1.48262 1.76492
N2 -1.39101 0.50961 1.88263
N3 1.31771 -0.37695 -1.80793
N4 1.59474 -1.68538 0.23433
C1 2.21274 -3.63854 -1.60147
C2 -1.74830 4.65120 -2.74248
C3 1.25559 -3.24606 -0.49645
C4 -0.20179 4.50047 -2.53220
C5 1.33336 1.98398 -6.05866
C6 -2.13060 1.80870 1.65412
C7 -2.42655 3.66269 0.00815
C8 -3.64338 3.62448 2.10272
C9 -1.53611 -0.22713 2.96130
C10 0.29627 3.45304 -1.51318
C11 -3.03328 2.40587 2.48826
C12 2.60135 -2.49534 -2.60563
C13 0.43131 1.80712 -4.83742
C14 0.89904 -2.70898 1.59200
C15 -0.64236 -2.42297 3.92714
C16 -0.72400 -1.42840 2.94483
C17 1.25746 1.78650 -3.56368
C18 -1.83646 2.51784 0.35784
C19 1.52489 -1.41510 -2.90575
C20 -3.35757 4.24915 0.89417
C21 0.97435 -3.70080 2.55351
C22 0.19280 -3.53486 3.72792
C23 -3.97139 5.54127 0.43972
H1 1.13716 -1.68283 2.01294
H2 1.29122 -4.02925 0.25277
H3 -0.98592 2.03045 -0.53805
H4 -2.07843 4.08958 -1.03552
H5 2.88466 -2.98535 -3.53815
H6 -1.92847 5.52763 -3.36309
H7 -1.22743 -2.33812 4.83198
H8 0.23861 -3.22575 -0.87295
H9 1.61000 -2.72615 0.41896
H10 2.05995 0.31855 -1.84515
H11 -3.30945 1.97394 3.44325
H12 -5.04537 5.67777 2.07090
H13 -2.15922 3.78402 -3.26183
H14 0.27124 4.32672 -3.49883
H15 1.82181 -0.87055 -3.80226
H16 -2.18146 -0.01734 3.80876
H17 2.57154 -1.55331 0.50339
H18 0.57417 -1.90828 -3.11118
H19 1.61097 -4.56655 2.41267
H20 1.35965 3.59579 -1.30544
H21 3.13494 -4.04351 -1.18099
H22 -4.34946 4.04357 2.80754
H23 0.15576 5.47259 -2.18320
H24 0.24178 -4.29924 4.49308
H25 1.88094 2.92640 -6.01057
H26 1.89507 2.66865 -3.46214
H27 -2.37949 4.81270 -1.77800
H28 3.50278 -1.98599 -2.25391
H29 -0.13027 0.87448 -4.93454
H30 0.59628 0.47038 -2.71866
H31 1.91598 0.92580 -3.58161
H32 -0.30568 2.61035 -4.81101
H33 0.73508 1.98785 -6.96748
H34 1.74888 -4.46508 -2.14498
H35 2.05923 1.17207 -6.13609
H36 -0.22846 3.59731 -0.57606

Force components x, y, z for each atom (eV/Å):
Pt 3.6407 -3.4838 1.2069
S -0.2748 6.5419 -0.1651
O 0.0690 -0.0515 -0.0143
O -0.7492 4.9368 -8.8664
O 0.3807 0.0139 -0.8876
O -0.1837 0.3673 -0.1520
N 0.2873 -2.3037 0.9121
N -2.0114 1.7365 2.9175
N -2.4317 -0.0409 -4.9882
N 2.6124 1.7193 -4.8059
C 0.5173 1.1103 -0.7129
C -0.0810 0.1271 0.4268
C 0.2162 -2.8411 -7.5752
C -0.8604 0.1687 0.1788
C 0.1340 -0.0110 0.1352
C -0.7279 1.7176 2.1253
C 1.3083 0.4764 -3.0785
C 0.3168 0.0283 -0.5886
C 0.5766 -0.3195 -0.8142
C -0.2875 0.2656 -0.9651
C 0.0127 -0.2081 0.3457
C -0.3521 -0.0149 0.3891
C -0.2526 0.0428 -0.1485
C -4.1721 -3.3115 5.6432
C 0.6188 -0.1419 -1.0829
C -1.1893 0.8554 0.7757
C -0.1404 0.6783 -0.5682
C -4.3297 -4.0171 10.9482
C 0.8492 -1.0071 1.1911
C 0.1247 -0.5136 1.0026
C -1.1654 1.3225 0.5215
C -0.0947 -0.1509 0.4042
C -0.0382 -0.0833 0.2517
H 0.7764 3.5722 2.2362
H 0.0508 -0.4235 -0.3156
H 1.4840 -1.5691 -2.2930
H -1.2693 -1.4393 3.5357
H -0.0501 0.1474 -0.0709
H 0.0399 0.0124 0.0179
H 0.0019 0.0587 0.0209
H -0.1693 0.8945 0.5318
H 1.8339 -0.0019 4.3193
H 0.5590 -0.4901 0.3595
H -0.0777 0.0097 -0.0268
H 0.1333 -0.1521 -0.0554
H -0.0542 -0.0338 0.0980
H -0.0072 0.0625 -0.0115
H 0.0703 -0.2426 -0.1160
H -0.0946 0.1020 -0.0722
H 0.5177 -0.1336 -0.8451
H -0.1422 0.2528 0.1126
H -0.0192 -0.0155 0.0324
H 0.0384 -0.2554 -0.0212
H -0.0289 0.0337 0.0317
H -0.0219 0.0530 -0.0511
H 0.1890 -0.0942 0.0454
H -0.0191 0.0618 0.0168
H 0.0057 -0.0116 -0.0278
H -0.2785 0.1255 0.3040
H 0.9796 1.2866 -3.4713
H -0.0209 -0.0514 0.0696
H -0.0545 0.0262 0.0872
H 2.8356 -5.5950 1.3924
H 0.2973 0.1878 -0.1767
H -0.0252 -0.0445 0.1113
H -0.0058 -0.0083 0.0135
H -0.1419 0.0446 0.0450
H 0.0110 0.0224 -0.0372
H 0.3345 -0.0007 0.2489

Summary:
Multiplicity: 5
Highest occupied orbital energy (alpha / beta): -0.459 / -0.520 Ha
Net charge: +2
Gap between HOMO and LUMO (alpha / beta): 6.15 / 6.74 eV

Atom charges from the Mulliken analysis, given in e for atoms 1 to 8:
1. Pt 1.070
2. S 1.420
3. O -0.541
4. O -0.534
5. O -0.561
6. O -0.493
7. N -0.124
8. N -0.028

=====

[3]
# C3H8OS

C3H8OS in the gas phase in a non-equilibrium geometry (ωB97M-V/def2-TZVPD, OMol25).

Cartesian coordinates (Å):
S1 -0.98478 0.26152 -0.31728
O1 -1.79594 -1.58242 -0.06278
C1 1.35757 -1.28280 0.06950
C2 0.93427 0.16032 0.04487
C3 -1.55550 1.81290 0.26142
H1 1.00421 0.72564 0.96077
H2 2.21914 -1.64327 0.74814
H3 0.60579 -2.00922 0.46070
H4 1.61672 0.68250 -0.66336
H5 1.60442 -1.54741 -1.01058
H6 -2.44036 2.34280 -0.18752
H7 -0.97981 0.36982 -1.65395
H8 -1.58573 1.70964 1.35009

Force components x, y, z for each atom (eV/Å):
S 0.9086 1.5393 0.9932
O -0.2782 -0.8369 -0.2270
C 0.7083 -2.4156 -0.0967
C 0.2349 0.4952 -0.4332
C -0.1006 -0.2022 -0.4679
H -0.2145 -0.0852 0.5138
H -0.7706 1.4908 -1.1536
H -0.1137 0.8269 -0.6645
H -1.0995 0.0406 0.0989
H -0.2193 -0.1386 1.5015
H 1.1382 -0.9362 0.1539
H -0.1075 0.0777 0.0194
H -0.0861 0.1441 -0.2377

Summary:
Multiplicity: 3
ΔE to the lowest compared entry with this formula, charge and spin: 405.3 kJ/mol
Highest occupied orbital energy (alpha / beta): -0.260 / -0.288 Ha
Net charge: 0
Gap between HOMO and LUMO (alpha / beta): 7.58 / 6.83 eV

Atom charges from the Mulliken analysis, given in e for atoms 1 to 8:
1. S 0.204
2. O -0.477
3. C -0.926
4. C -0.413
5. C -0.749
6. H 0.357
7. H 0.311
8. H 0.312